No. 1
Here is an isolated ion of composition C4H9N2O2 and charge +1 in a non-equilibrium geometry from the OMol25 dataset. Energies are from ωB97M-V with the def2-TZVPD basis set.

Structure (XYZ):
```
17
Properties=species:S:1:pos:R:3:nbo_charge:R:1
C 1.302 0.487 -0.852 -0.264
C 0.639 -0.846 -0.708 0.191
C -0.706 0.197 0.097 0.168
C -0.606 0.114 1.583 -0.676
N -1.927 0.027 -0.582 0.067
N 0.052 1.279 -0.676 -0.512
O -2.746 -0.709 -0.103 -0.216
O 1.260 -1.771 0.120 -0.668
H 1.918 0.594 0.117 0.246
H 1.966 0.675 -1.611 0.254
H 0.176 -1.172 -1.630 0.205
H -1.173 -0.806 1.869 0.291
H -1.138 0.863 2.062 0.244
H 0.477 0.303 1.787 0.239
H 0.051 2.189 -0.078 0.464
H -0.446 1.308 -1.480 0.435
H 0.901 -2.731 0.085 0.531
```

total charge	+1
energy relative to the best compared isomer or geometry (same formula, charge and spin)	519.5	kJ/mol
lowest unoccupied orbital energy (alpha / beta)	-4.916 / -4.917	eV
SMILES string	C[C@@]1(N=O)[NH2+]C[C@H]1O
Kohn-Sham gap (alpha / beta)	8.6745 / 8.6753	eV
electronic energy	-11357.5832	eV

=====

No. 2
Here is an isolated ion of composition C4H9N2O2 and charge +1 in a non-equilibrium geometry from the OMol25 dataset. Energies are from ωB97M-V with the def2-TZVPD basis set.

Structure (XYZ):
```
17
Properties=species:S:1:pos:R:3:nbo_charge:R:1
C 0.197 1.274 1.202 0.380
C -0.765 -0.916 0.457 -0.301
C -0.353 1.199 -1.128 -0.308
C 0.132 -0.899 -0.714 0.621
N -0.435 0.126 1.431 -0.530
N 0.238 1.822 -0.001 -0.513
O 1.396 -0.796 -0.238 -0.722
O -0.027 -1.785 -1.730 -0.683
H 0.633 1.827 2.000 0.237
H -1.794 -0.907 0.350 0.241
H -0.480 -1.833 0.997 0.229
H 0.003 1.533 -2.126 0.257
H -1.406 0.923 -0.876 0.211
H -0.466 -0.130 2.474 0.448
H 0.708 2.676 -0.194 0.439
H 1.712 -1.729 -0.026 0.485
H 0.706 -2.384 -1.878 0.508
```

total charge	+1
energy relative to the best compared isomer or geometry (same formula, charge and spin)	270.2	kJ/mol
lowest unoccupied orbital energy	-3.710	eV
Kohn-Sham gap	8.9204	eV
electronic energy	-11360.1672	eV

=====

No. 3
Here is an isolated ion of composition C4H9N2O2 and charge +1 in a non-equilibrium geometry from the OMol25 dataset. Energies are from ωB97M-V with the def2-TZVPD basis set.

Structure (XYZ):
```
17
Properties=species:S:1:pos:R:3:nbo_charge:R:1
N -1.677 -1.516 -2.027 -0.658
C -0.742 -0.466 -1.483 -0.330
C -0.846 -0.579 0.037 0.652
N -0.233 0.337 0.793 -0.574
C 0.770 1.257 0.261 -0.332
C 1.784 1.575 1.338 0.418
O 2.946 1.311 1.246 -0.442
O -1.530 -1.498 0.458 -0.606
H -1.212 -2.399 -1.921 0.453
H -2.517 -1.531 -1.451 0.469
H -1.959 -1.365 -2.996 0.447
H 0.244 -0.670 -1.886 0.254
H -1.010 0.502 -1.884 0.252
H -0.416 0.372 1.785 0.434
H 0.351 2.202 -0.086 0.221
H 1.290 0.812 -0.585 0.218
H 1.388 2.044 2.246 0.125
```

total charge	+1
energy relative to the best compared isomer or geometry (same formula, charge and spin)	85.4	kJ/mol
lowest unoccupied orbital energy	-3.776	eV
SMILES string	[NH3+]CC(=O)NCC=O
Kohn-Sham gap	9.7476	eV
electronic energy	-11362.0820	eV

=====

No. 4
Here is a 2-piece molecular cluster, C4H9N2OS overall in a non-equilibrium geometry from the OMol25 dataset. Energies are from ωB97M-V with the def2-TZVPD basis set.

Structure (XYZ):
```
17
Properties=species:S:1:pos:R:3:nbo_charge:R:1
O -0.884 0.229 1.440 -0.724
C 0.010 0.298 0.556 0.507
N -0.350 0.074 -0.849 -0.665
C -1.506 -0.803 -0.962 -0.056
N -2.769 -0.147 -0.672 -0.857
C 1.209 1.235 0.737 -0.469
C 1.469 -0.255 0.950 -0.409
S 3.959 -0.544 -0.655 -0.560
H 0.463 -0.268 -1.343 0.375
H -1.562 -1.325 -1.923 0.165
H -1.409 -1.655 -0.276 0.164
H -2.788 0.738 -1.163 0.341
H -2.714 0.054 0.321 0.387
H 1.139 1.822 1.646 0.198
H 1.777 1.672 -0.070 0.230
H 1.625 -0.555 1.981 0.209
H 2.331 -0.570 0.282 0.164
```

total charge	-1
energy relative to the best compared isomer or geometry (same formula, charge and spin)	527.3	kJ/mol
lowest unoccupied orbital energy	1.356	eV
Kohn-Sham gap	5.0480	eV
electronic energy	-20153.3827	eV

=====

No. 5
Here is an isolated ion of composition C4H9N2OS and charge -1 in a non-equilibrium geometry from the OMol25 dataset. Energies are from ωB97M-V with the def2-TZVPD basis set.

Structure (XYZ):
```
17
Properties=species:S:1:pos:R:3:nbo_charge:R:1
O 1.849 0.608 1.835 -0.676
C 1.131 0.378 0.858 0.695
N 0.387 1.412 0.354 -0.657
C -0.339 1.496 -0.931 -0.049
N -1.541 0.752 -1.120 -0.875
C 1.047 -0.986 0.228 -0.521
C -0.188 -1.769 0.677 -0.521
S -1.016 -2.745 -0.616 -0.706
H 0.520 2.220 0.942 0.388
H 0.368 1.196 -1.679 0.178
H -0.553 2.541 -1.104 0.173
H -2.286 1.030 -0.497 0.349
H -1.473 -0.274 -1.169 0.417
H 1.019 -0.832 -0.846 0.215
H 1.957 -1.521 0.485 0.222
H 0.035 -2.433 1.481 0.193
H -0.916 -1.072 1.102 0.176
```

total charge	-1
energy relative to the best compared isomer or geometry (same formula, charge and spin)	39.6	kJ/mol
lowest unoccupied orbital energy	3.576	eV
SMILES string	NCNC(=O)CC[S-]
Kohn-Sham gap	6.3385	eV
electronic energy	-20158.4371	eV

=====

No. 6
Here is an isolated ion of composition C4H9N2OS and charge +1 in a non-equilibrium geometry from the OMol25 dataset. Energies are from ωB97M-V with the def2-TZVPD basis set.

Structure (XYZ):
```
17
Properties=species:S:1:pos:R:3:nbo_charge:R:1
C -1.001 0.126 0.217 0.351
C 1.267 0.246 -0.170 -0.244
C 0.699 1.571 -0.105 -0.247
C -0.015 -2.132 -0.199 -0.422
N 0.005 -0.646 -0.033 -0.351
N -0.708 1.411 0.099 -0.549
O -3.494 0.841 -0.022 -0.826
S -2.700 -0.510 0.374 0.657
H 1.796 0.105 -1.186 0.263
H 1.790 0.091 0.827 0.244
H 1.225 2.198 0.639 0.240
H 0.862 2.259 -1.140 0.215
H 0.759 -2.269 -0.966 0.236
H 0.053 -2.840 0.661 0.244
H -0.948 -2.428 -0.571 0.225
H -1.371 2.165 0.138 0.453
H -3.823 0.743 -0.944 0.513
```

total charge	+1
energy relative to the best compared isomer or geometry (same formula, charge and spin)	229.8	kJ/mol
lowest unoccupied orbital energy	-3.486	eV
Kohn-Sham gap	10.3875	eV
electronic energy	-20148.8185	eV

=====

No. 7
Here is one molecule with the formula C4H9N2P in a non-equilibrium geometry from the OMol25 dataset. Energies are from ωB97M-V with the def2-TZVPD basis set.

Structure (XYZ):
```
16
Properties=species:S:1:pos:R:3:nbo_charge:R:1
C 0.775 -1.687 1.043 0.028
C 0.366 -0.340 0.566 0.017
C -1.255 1.450 -0.139 -0.602
C -1.021 -0.035 0.013 -0.469
N 1.760 -2.411 0.613 -0.661
N 2.182 -0.293 -0.655 -1.039
P 2.434 -1.954 -0.928 0.888
H 0.190 -2.195 1.828 0.200
H 0.904 0.448 0.992 0.235
H -2.366 1.616 -0.230 0.213
H -0.828 2.034 -0.961 0.220
H -0.910 1.927 0.801 0.205
H -1.304 -0.594 -0.888 0.233
H -1.633 -0.304 0.833 0.227
H 2.027 0.188 -1.561 0.353
H 3.768 -1.691 -0.459 -0.050
```

total charge	0
energy relative to the best compared isomer or geometry (same formula, charge and spin)	339.5	kJ/mol
lowest unoccupied orbital energy (alpha / beta)	-0.026 / -0.025	eV
Kohn-Sham gap (alpha / beta)	8.1677 / 8.1708	eV
electronic energy	-16559.3677	eV

=====

No. 8
Here is an isolated ion of composition C4H9N2S and charge +1 in a non-equilibrium geometry from the OMol25 dataset. Energies are from ωB97M-V with the def2-TZVPD basis set.

Structure (XYZ):
```
16
Properties=species:S:1:pos:R:3:nbo_charge:R:1
C -2.293 -0.219 -0.189 0.200
C -2.026 0.284 1.049 -0.692
C 0.811 0.277 0.226 -0.134
C 1.910 -0.725 0.373 -0.732
N -2.718 -0.665 -1.168 -0.230
N 0.459 0.517 -1.464 -0.775
S -0.469 -0.393 1.568 0.373
H 1.281 1.308 0.297 0.242
H -2.088 1.395 1.013 0.279
H -2.574 -0.039 1.946 0.309
H 1.907 -1.638 -0.346 0.257
H 1.977 -1.236 1.388 0.280
H 2.920 -0.333 0.379 0.256
H -0.134 1.360 -1.508 0.442
H -0.145 -0.320 -1.348 0.460
H 1.183 0.426 -2.215 0.465
```

total charge	+1
energy relative to the best compared isomer or geometry (same formula, charge and spin)	369.2	kJ/mol
lowest unoccupied orbital energy	-4.386	eV
SMILES string	C[C@@H]([NH3+])SCC#N
Kohn-Sham gap	9.8294	eV
electronic energy	-18099.6999	eV

=====

No. 9
Here is an isolated ion of composition C4H9N2S and charge +1 in a non-equilibrium geometry from the OMol25 dataset. Energies are from ωB97M-V with the def2-TZVPD basis set.

Structure (XYZ):
```
16
Properties=species:S:1:pos:R:3:nbo_charge:R:1
C 0.974 1.141 0.071 0.384
C -0.269 -1.451 0.967 -0.606
C -0.307 -1.136 -0.445 0.218
C -1.557 -0.744 -1.203 -0.698
N 1.536 0.728 1.146 -0.696
N 0.936 2.369 -0.375 -0.791
S 1.384 -0.897 1.727 0.458
H -1.093 -0.953 1.364 0.237
H -0.193 -2.494 0.979 0.288
H 0.444 -1.640 -0.944 0.190
H -1.828 0.216 -0.917 0.258
H -2.383 -1.395 -0.813 0.265
H -1.412 -0.834 -2.254 0.255
H 1.823 1.244 1.886 0.407
H 0.924 2.586 -1.335 0.423
H 1.020 3.262 0.146 0.407
```

total charge	+1
energy relative to the best compared isomer or geometry (same formula, charge and spin)	446.4	kJ/mol
lowest unoccupied orbital energy (alpha / beta)	-5.331 / -5.329	eV
Kohn-Sham gap (alpha / beta)	7.8761 / 7.8785	eV
electronic energy	-18098.8998	eV

=====

No. 10
Here is an isolated ion of composition C4H9N2S and charge +1 in a non-equilibrium geometry from the OMol25 dataset. Energies are from ωB97M-V with the def2-TZVPD basis set.

Structure (XYZ):
```
16
Properties=species:S:1:pos:R:3:nbo_charge:R:1
C -1.309 1.848 -0.332 0.057
C 0.334 -0.894 -1.326 0.130
C 0.559 -0.762 2.017 -0.766
C 0.621 0.444 -0.778 -0.311
N -0.564 -1.578 -0.923 -0.603
N -0.504 0.927 0.083 -0.380
S -0.896 0.149 1.572 0.557
H -2.220 2.208 0.274 0.256
H -1.070 2.357 -1.281 0.229
H 0.941 -1.001 -2.299 0.176
H 1.140 -0.921 0.998 0.238
H 0.225 -1.635 2.487 0.264
H 1.222 -0.235 2.704 0.248
H 1.554 0.327 -0.202 0.255
H 0.900 1.109 -1.571 0.261
H -0.934 -2.343 -1.423 0.389
```

total charge	+1
energy relative to the best compared isomer or geometry (same formula, charge and spin)	343.8	kJ/mol
lowest unoccupied orbital energy	-4.729	eV
SMILES string	[H]/N=C/C[N+](=C)SC
Kohn-Sham gap	8.5248	eV
electronic energy	-18099.9639	eV

=====

No. 11
Here is one molecule with the formula C4H9N3 in a non-equilibrium geometry from the OMol25 dataset. Energies are from ωB97M-V with the def2-TZVPD basis set.

Structure (XYZ):
```
16
Properties=species:S:1:pos:R:3:nbo_charge:R:1
C 1.905 0.645 0.049 0.253
C -0.445 1.260 -0.038 -0.232
C -1.600 0.172 -0.040 -0.405
C -0.712 -1.115 -0.337 -0.287
H 2.069 -1.421 -0.127 0.373
H 2.448 1.568 -0.168 0.197
H -0.129 1.488 -1.174 0.161
H -0.655 2.328 0.320 0.215
H -2.103 0.059 1.170 0.202
H -2.384 0.334 -0.813 0.230
H -0.247 -1.357 -1.208 0.210
H -1.125 -2.206 -0.216 0.211
H -0.418 -0.982 1.472 0.348
N 2.486 -0.530 -0.214 -0.686
N 0.591 0.635 0.555 -0.350
N 0.319 -0.880 0.770 -0.439
```

total charge	0
energy relative to the best compared isomer or geometry (same formula, charge and spin)	474.6	kJ/mol
lowest unoccupied orbital energy	0.848	eV
SMILES string	[H]/N=C\N1CCCN1
Kohn-Sham gap	9.4842	eV
electronic energy	-8759.6065	eV

=====

No. 12
Here is a 2-piece molecular cluster, C4H9N3 overall in a non-equilibrium geometry from the OMol25 dataset. Energies are from ωB97M-V with the def2-TZVPD basis set.

Structure (XYZ):
```
16
Properties=species:S:1:pos:R:3:nbo_charge:R:1
C -0.861 0.602 -1.899 -0.629
C -0.134 -0.039 0.563 0.095
N -1.477 0.128 1.029 -0.834
N 1.960 -0.819 1.139 -0.723
C 0.675 -1.071 1.172 0.175
C 0.238 0.221 -0.940 -0.004
N 0.686 1.072 0.090 -0.643
H -1.522 0.138 2.042 0.362
H -1.845 1.013 0.704 0.379
H 1.895 0.461 0.626 0.427
H 2.582 -1.589 1.345 0.386
H 0.229 -1.704 1.939 0.196
H 0.942 -0.513 -1.358 0.168
H -0.407 1.074 -2.773 0.220
H -1.410 -0.278 -2.238 0.217
H -1.553 1.305 -1.442 0.209
```

total charge	0
energy relative to the best compared isomer or geometry (same formula, charge and spin)	335.4	kJ/mol
lowest unoccupied orbital energy	0.490	eV
Kohn-Sham gap	8.7463	eV
electronic energy	-8761.0485	eV

=====

No. 13
Here is one molecule with the formula C4H9N3 in a non-equilibrium geometry from the OMol25 dataset. Energies are from ωB97M-V with the def2-TZVPD basis set.

Structure (XYZ):
```
16
Properties=species:S:1:pos:R:3:nbo_charge:R:1
C -0.423 -1.926 0.134 -0.319
C 0.803 -1.404 -0.088 -0.005
C -1.482 -0.806 0.090 -0.275
C 1.769 0.960 0.021 -0.423
N 0.785 -0.042 -0.228 -0.354
N -0.756 0.392 0.505 -0.083
N -1.306 1.544 -0.027 -0.665
H -0.719 -2.981 -0.031 0.217
H 1.684 -1.972 -0.131 0.210
H -1.987 -0.619 -0.811 0.168
H -2.328 -0.915 0.710 0.204
H 1.728 1.699 -0.750 0.193
H 1.723 1.510 1.016 0.192
H 2.814 0.553 0.037 0.210
H -1.150 2.307 0.600 0.372
H -1.156 1.701 -1.050 0.357
```

total charge	0
energy relative to the best compared isomer or geometry (same formula, charge and spin)	396.8	kJ/mol
lowest unoccupied orbital energy	1.068	eV
SMILES string	CN1C=CCN1N
Kohn-Sham gap	8.4786	eV
electronic energy	-8760.4130	eV

=====

No. 14
Here is one molecule with the formula C4H9N3 in a non-equilibrium geometry from the OMol25 dataset. Energies are from ωB97M-V with the def2-TZVPD basis set.

Structure (XYZ):
```
16
Properties=species:S:1:pos:R:3:nbo_charge:R:1
C 1.727 0.218 -0.116 0.214
C -0.228 -0.685 -1.393 -0.635
C -0.524 0.650 0.796 -0.242
C 0.201 -0.429 0.046 0.120
N 2.797 0.527 -0.309 -0.385
N -0.973 1.744 -0.053 -0.835
N 0.369 -1.656 0.776 -0.843
H -0.199 0.273 -1.846 0.249
H 0.548 -1.330 -1.921 0.233
H -1.302 -0.947 -1.377 0.221
H -1.302 0.153 1.371 0.203
H 0.271 1.048 1.595 0.196
H -1.967 1.918 0.077 0.366
H -0.557 2.575 0.308 0.368
H 0.664 -1.601 1.758 0.387
H 0.477 -2.457 0.289 0.383
```

total charge	0
energy relative to the best compared isomer or geometry (same formula, charge and spin)	158.0	kJ/mol
lowest unoccupied orbital energy	0.778	eV
SMILES string	C[C@@](N)(C#N)CN
Kohn-Sham gap	10.4163	eV
electronic energy	-8762.8872	eV

=====

No. 15
Here is one molecule with the formula C4H9N3 from the OMol25 dataset. Energies are from ωB97M-V with the def2-TZVPD basis set.

Structure (XYZ):
```
16
Properties=species:S:1:pos:R:3:nbo_charge:R:1
C -0.595 1.494 0.702 -0.642
C -0.390 0.415 -0.338 0.355
C -0.087 -1.497 0.679 -0.021
N -0.401 0.585 -1.631 -0.788
N -1.175 -0.920 0.119 -0.637
H -1.249 0.244 -2.075 0.342
H -1.451 -1.395 -0.735 0.370
H 0.145 -1.232 1.704 0.191
H 0.044 2.345 0.465 0.238
H -0.376 1.146 1.711 0.208
H -1.641 1.804 0.658 0.233
C 1.364 -0.119 0.065 -0.005
N 2.146 -0.231 -0.917 -0.571
H 1.585 -0.291 -1.783 0.357
H 1.789 0.105 1.049 0.160
H 0.293 -2.452 0.328 0.210
```

total charge	0
energy relative to the best compared isomer or geometry (same formula, charge and spin)	516.7	kJ/mol
lowest unoccupied orbital energy (alpha / beta)	-0.692 / -0.687	eV
Kohn-Sham gap (alpha / beta)	7.5936 / 7.6033	eV
electronic energy	-8759.1696	eV

=====

No. 16
Here is one molecule with the formula C4H9N3 in a non-equilibrium geometry from the OMol25 dataset. Energies are from ωB97M-V with the def2-TZVPD basis set.

Structure (XYZ):
```
16
Properties=species:S:1:pos:R:3:nbo_charge:R:1
C -0.821 -1.885 -0.957 -0.430
C 0.664 -0.308 0.989 0.229
C 1.340 1.851 0.091 -0.253
C -0.106 1.770 -0.106 -0.225
H -1.638 -1.906 -1.677 0.198
H 0.045 -1.419 -1.485 0.205
H -0.587 -2.903 -0.701 0.173
H -2.027 -1.463 0.610 0.354
H 1.379 -0.221 1.802 0.176
H 1.723 2.056 1.074 0.192
H 2.044 2.235 -0.690 0.205
H -0.645 2.023 -1.062 0.220
H -0.645 1.909 0.839 0.200
N -1.192 -1.076 0.153 -0.510
N -0.201 -1.191 1.225 -0.295
N 0.667 0.528 -0.106 -0.440
```

total charge	0
energy relative to the best compared isomer or geometry (same formula, charge and spin)	326.1	kJ/mol
lowest unoccupied orbital energy	1.074	eV
SMILES string	CN/N=C\N1CC1
Kohn-Sham gap	9.5456	eV
electronic energy	-8761.1456	eV